No. 1
140
Properties=species:S:1:pos:R:3:forces:R:3 method="wB97M-V/def2-TZVPD" charge=-1 energy_ha=-5688.718449 lumo_ev=-1.029 e_homo_ev=-3.602
C -1.4722 -3.8916 0.1806 0.31 0.46 -0.06
C -1.7986 -2.3763 0.3655 -0.06 -0.28 0.91
P -0.4038 -1.6367 1.3653 1.25 -0.42 -0.41
C -0.5828 -2.3548 3.0895 0.01 0.14 -0.16
C -0.6191 0.2444 1.4154 -1.85 0.35 -0.88
C 0.4125 0.9870 0.5252 1.07 -0.91 0.61
C 1.8857 0.5724 0.7596 0.02 0.81 -0.08
C 2.5259 1.1178 2.0636 0.57 -0.62 -0.80
C 3.8597 0.3451 2.3079 -0.04 1.43 -0.38
C 4.8955 1.2410 3.0503 0.54 -1.08 0.62
C 5.1582 0.8772 4.5551 -0.40 1.14 -0.13
C 4.0280 0.1379 5.2725 1.26 -0.17 0.61
O 2.8145 0.8668 5.3100 -0.07 -0.77 0.13
C 1.7566 -0.0911 5.4623 0.11 0.16 -0.49
C -0.8890 0.8924 2.8148 0.86 -0.61 0.55
O -2.2568 0.7877 3.1089 0.90 0.02 -0.77
P -3.0592 1.3015 1.6401 -1.74 -0.19 1.06
P -3.9285 2.3092 -0.1595 0.20 -0.31 -1.89
C -3.6443 4.1399 0.1263 -0.42 -0.36 0.49
O -5.6292 2.1609 -0.1619 0.42 0.74 0.32
O -1.8662 0.4362 0.7014 0.66 0.80 0.60
H -1.1547 -4.0586 -0.8580 -0.10 -0.14 0.27
H -0.6173 -4.1597 0.8214 -0.31 -0.20 -0.18
H -2.3174 -4.5534 0.4105 0.16 0.22 -0.05
H -1.8274 -1.8817 -0.6092 -0.15 0.12 0.41
H -2.7425 -2.2418 0.9148 0.12 0.15 -0.46
H -1.2796 -3.2061 3.0946 0.04 0.35 -0.02
H 0.4054 -2.7494 3.3699 -0.30 0.15 -0.01
H -0.8871 -1.6070 3.8330 -0.15 -0.23 -0.20
H 0.3102 2.0693 0.7006 -0.12 -0.25 -0.07
H 0.1809 0.7944 -0.5322 -0.22 -0.03 0.38
H 2.4701 1.0070 -0.0755 -0.08 -0.18 0.28
H 2.0409 -0.5126 0.6766 -0.37 0.23 0.16
H 1.8547 1.1232 2.9293 0.15 -0.12 -0.19
H 2.8267 2.1589 1.8604 -0.33 -0.18 0.25
H 3.7159 -0.6449 2.7562 -0.03 0.27 0.04
H 4.2723 0.1693 1.2992 -0.14 -0.11 0.31
H 4.6416 2.3068 3.0111 -0.23 -0.33 -0.25
H 5.8631 1.1233 2.5344 -0.26 0.19 0.16
H 6.1274 0.3665 4.6647 -0.49 -0.26 0.04
H 5.2895 1.8364 5.0912 0.01 -0.32 -0.08
H 3.9225 -0.8729 4.8422 -0.32 0.35 -0.07
H 4.3449 -0.0275 6.3246 -0.02 -0.06 -0.32
H 0.8628 0.3748 5.8909 0.25 0.11 -0.25
H 2.0563 -0.9289 6.1124 -0.04 0.26 -0.07
H 1.5620 -0.4734 4.4446 -0.32 -0.17 0.48
H -0.3388 0.4327 3.6520 -0.02 -0.16 -0.40
H -0.4683 1.9186 2.7745 -0.62 -0.02 -0.01
H -3.8374 0.0821 1.4846 -0.05 0.18 -0.07
H -4.1765 1.7931 2.4517 0.27 0.53 -0.06
H -2.2865 2.5252 1.7564 0.24 -0.05 -0.18
H -2.5597 4.3052 0.1669 -0.29 -0.09 0.15
H -4.0273 4.7502 -0.7031 -0.02 -0.27 0.14
H -4.1195 4.4705 1.0718 0.32 0.02 -0.22
H -5.9985 2.9915 0.1685 -0.15 -0.30 0.19
C 10.9413 -0.4814 0.2348 0.23 0.03 -0.31
O 11.1856 -0.0667 1.5878 -2.95 -1.71 0.57
P 9.9886 0.8725 2.3027 3.54 6.53 1.19
O 10.1768 2.1118 1.4707 -0.70 -1.08 -0.26
O 10.7992 0.9146 3.7034 -0.43 -0.23 0.02
C 12.1626 1.3229 3.7151 0.37 -0.29 -0.03
O 8.5745 1.2270 3.0891 0.13 -3.56 -0.65
C 8.2150 2.5946 3.2448 -0.19 0.58 -0.41
H 11.5443 -1.3660 0.0360 -0.01 0.01 0.13
H 9.8929 -0.7299 0.0799 0.04 -0.02 -0.11
H 11.2352 0.3134 -0.4500 -0.10 0.07 0.06
H 12.3608 2.0735 2.9490 -0.09 -0.05 -0.06
H 12.8124 0.4598 3.5674 0.04 0.05 -0.06
H 12.3723 1.7506 4.6944 -0.17 -0.02 0.02
H 7.8500 2.9920 2.2998 0.16 0.12 0.02
H 9.0560 3.1825 3.6109 0.07 -0.08 -0.12
H 7.4037 2.6368 3.9709 0.05 -0.34 0.01
C 0.6058 -4.2348 10.0144 0.21 -0.25 0.11
O 0.3777 -3.1513 10.9262 -3.34 0.03 -1.81
P 0.3841 -1.5931 10.2563 7.95 2.54 3.94
O 1.8831 -1.6739 10.0252 -0.43 -0.76 -0.97
O 0.0236 -0.9435 11.6996 -0.71 0.13 -0.44
C 0.7011 -1.3948 12.8667 -0.20 -0.42 0.37
O 0.2640 -0.0773 9.5426 -3.40 -1.00 -0.75
C 1.4409 0.7404 9.5176 0.31 -0.10 -0.31
H 0.1924 -5.1421 10.4525 -0.07 0.09 0.05
H 0.1199 -4.0552 9.0569 0.07 -0.11 -0.03
H 1.6767 -4.3660 9.8637 -0.01 0.13 -0.05
H 1.7288 -1.6844 12.6436 -0.05 -0.03 -0.15
H 0.1656 -2.2350 13.3094 0.11 -0.03 0.02
H 0.7098 -0.5737 13.5824 -0.10 0.11 -0.15
H 2.1353 0.3830 8.7612 0.08 -0.04 0.16
H 1.9149 0.7611 10.4985 0.00 -0.15 -0.03
H 1.1320 1.7510 9.2479 -0.41 -0.14 -0.02
C -5.1134 -3.1650 -6.7827 -0.29 0.14 -0.05
O -4.3212 -2.7056 -5.6784 2.49 -1.90 -1.84
P -3.7240 -3.8978 -4.6375 -4.13 2.24 7.10
O -5.0721 -4.2570 -4.0585 0.47 -0.67 -1.21
O -2.9385 -2.7893 -3.7635 0.38 -0.50 -0.42
C -3.6272 -1.6159 -3.3109 -0.02 0.56 -0.18
O -2.8157 -5.1061 -3.9320 1.60 0.52 -3.34
C -3.3021 -5.6891 -2.7313 -0.53 -0.34 0.23
H -5.0926 -2.4005 -7.5593 0.07 0.03 0.06
H -4.7199 -4.0940 -7.1945 -0.11 0.01 -0.09
H -6.1424 -3.3147 -6.4574 0.05 -0.08 0.07
H -4.6756 -1.8270 -3.1003 0.03 -0.13 -0.09
H -3.5487 -0.8261 -4.0569 -0.07 0.00 0.02
H -3.1429 -1.2769 -2.3976 0.09 -0.13 -0.03
H -4.1276 -6.3653 -2.9465 -0.12 0.16 0.09
H -3.6066 -4.9172 -2.0259 -0.08 0.00 -0.08
H -2.4877 -6.2697 -2.2966 0.20 0.14 -0.26
C -7.1312 6.0692 -7.7354 -0.32 0.12 -0.13
O -6.4282 6.6991 -6.6564 2.46 -2.18 -0.96
P -5.9261 5.6838 -5.4076 -3.81 2.36 6.10
O -7.2873 5.3559 -4.8559 0.62 -0.50 -1.07
O -5.2071 6.9177 -4.6425 0.28 -0.31 -0.20
C -5.9421 8.1062 -4.3783 0.00 0.36 -0.28
O -4.9734 4.5996 -4.5944 1.24 0.64 -3.50
C -5.4442 4.0866 -3.3455 -0.45 -0.52 0.35
H -7.0441 6.7045 -8.6161 0.09 0.03 0.08
H -6.7103 5.0916 -7.9656 -0.10 -0.01 -0.08
H -8.1839 5.9627 -7.4740 0.05 -0.09 0.09
H -6.9952 7.8909 -4.1924 0.02 -0.10 -0.06
H -5.8459 8.7994 -5.2151 -0.09 0.01 0.01
H -5.5130 8.5715 -3.4920 0.09 -0.14 0.01
H -6.2243 3.3484 -3.5151 -0.10 0.14 0.10
H -5.8048 4.8902 -2.7041 -0.09 0.04 -0.15
H -4.6015 3.5906 -2.8616 0.14 0.06 -0.25
C -1.2049 -3.1976 -8.0761 0.15 -0.29 0.30
O -0.9554 -2.7501 -9.4187 -2.39 2.39 0.79
P -2.2854 -2.7032 -10.4401 2.01 -5.10 -5.10
O -2.5120 -4.1870 -10.5535 -0.49 0.84 0.90
O -1.3929 -2.0992 -11.6472 -0.40 0.29 0.12
C -0.1906 -2.7588 -12.0312 0.45 0.10 0.17
O -3.6679 -2.1194 -11.1474 0.92 2.19 2.67
C -4.3543 -2.9584 -12.0654 -0.31 -0.51 0.02
H -0.4132 -2.8160 -7.4343 -0.01 0.09 -0.11
H -2.1625 -2.8270 -7.7114 0.06 -0.04 0.14
H -1.1944 -4.2873 -8.0444 -0.09 0.02 -0.10
H -0.2686 -3.8387 -11.8993 -0.08 0.03 0.09
H 0.6483 -2.3728 -11.4520 0.02 -0.09 0.01
H -0.0143 -2.5410 -13.0836 -0.15 0.08 0.01
H -4.8954 -3.7380 -11.5326 0.14 -0.12 -0.10
H -3.6634 -3.3932 -12.7867 0.04 -0.05 0.11
H -5.0748 -2.3298 -12.5889 0.12 0.20 0.15


No. 2
106
Properties=species:S:1:pos:R:3:forces:R:3 method="wB97M-V/def2-TZVPD" charge=-2 energy_ha=-4208.240683 lumo_ev=3.793 e_homo_ev=-2.268
O 0.5659 0.6849 2.6895 1.73 -0.73 0.03
V -0.7940 1.2329 2.2018 -4.64 1.89 0.26
O -1.0982 0.9250 0.6424 1.08 -0.06 0.86
C -2.5444 -1.3543 5.2019 -0.89 0.33 -1.05
F -3.4799 -1.9289 5.9767 0.16 -0.05 0.08
F -2.1649 -0.2203 5.7766 0.32 -0.29 0.11
F -1.5082 -2.2075 5.1118 -0.12 0.30 0.19
S -3.2851 -0.9690 3.5008 -1.42 1.55 -0.39
O -3.7828 -2.2434 2.9955 1.14 0.45 0.35
O -4.3133 0.0385 3.7082 1.26 -1.32 0.34
O -2.0938 -0.4266 2.7850 0.32 -0.34 0.29
S -2.7488 3.3342 3.3302 -4.26 2.11 -0.25
O -1.5471 2.5157 3.6713 2.37 -2.36 0.00
O -3.3742 2.6902 2.1718 1.01 -0.10 -1.13
O -3.7490 3.3850 4.3897 0.95 -0.24 0.84
O -2.2860 4.7313 3.0654 1.01 -0.47 -0.59
C 0.5375 -7.0484 2.8447 -0.19 -0.56 0.55
C 0.5364 -6.3132 1.5165 0.24 -0.19 -0.81
C -0.9156 -6.1097 1.0009 0.22 0.36 -0.14
C -1.6182 -5.0092 1.7772 0.29 0.18 0.06
C -0.8339 -3.6781 1.6738 -1.28 -1.09 0.41
C 0.6011 -3.8409 2.1481 0.60 1.20 0.35
N 1.2253 -5.0121 1.5013 -1.00 0.27 -0.41
O 2.5967 -5.1286 1.8759 -0.26 -0.27 0.01
C 1.3981 -2.5896 1.7421 -0.17 0.01 -1.26
C 0.6042 -3.8383 3.6925 0.31 -0.39 -0.08
C 1.2140 -7.1673 0.4288 -0.14 0.75 -0.96
H 0.2068 -6.4436 3.6878 0.18 0.12 -0.09
H 1.5091 -7.4917 3.0712 0.12 0.30 0.03
H -0.1591 -7.8931 2.8121 -0.01 0.00 -0.20
H -0.9071 -5.8432 -0.0611 0.31 0.21 0.01
H -1.3882 -7.0960 0.9999 -0.23 0.07 0.43
H -1.6721 -5.2989 2.8300 -0.14 0.02 0.03
H -2.6360 -4.7770 1.4631 -0.05 -0.38 -0.13
H -1.4156 -3.0490 2.3512 0.55 0.50 -0.04
H -0.9892 -3.2579 0.6786 0.53 -0.03 -0.14
H 2.4333 -2.5900 2.0807 -0.18 0.14 0.54
H 1.4767 -2.4788 0.6526 -0.11 -0.49 -0.08
H 0.8374 -1.6941 1.9993 0.25 0.08 0.62
H 0.5465 -2.8224 4.0798 -0.13 0.00 -0.19
H -0.2467 -4.3946 4.0849 0.15 -0.04 0.20
H 1.5494 -4.2520 4.0536 -0.10 -0.17 0.06
H 1.2204 -6.5309 -0.4647 0.04 0.04 0.03
H 0.5896 -8.0067 0.1168 0.21 -0.35 0.46
H 2.2630 -7.4251 0.5703 -0.16 -0.31 0.52
H 3.0105 -4.8695 1.0463 0.25 0.00 0.17
C -2.2645 1.6982 -3.8301 0.08 0.81 1.11
C -1.0695 0.8252 -4.1998 -1.21 0.18 -0.41
C -0.1076 1.8025 -4.9246 0.74 -0.78 0.77
C 1.3075 1.2229 -5.0946 -0.36 0.61 -0.27
C 1.8596 0.9153 -3.6878 0.26 -0.42 -1.21
C 0.9701 -0.0961 -2.9674 -0.43 -1.30 -0.37
N -0.4486 0.3126 -2.9989 1.13 1.45 0.63
O -1.2600 -0.5732 -2.2700 -0.05 0.08 -0.12
C 1.0897 -1.4670 -3.7001 0.50 -0.60 0.74
C 1.3590 -0.2611 -1.5036 -0.03 0.15 0.85
C -1.5908 -0.2753 -5.1292 0.34 -0.65 -1.50
H -1.9198 2.4603 -3.1217 0.05 0.04 -0.27
H -3.0730 1.2275 -3.2691 -0.01 -0.47 -0.43
H -2.6302 2.2151 -4.7180 -0.24 -0.15 -0.02
H -0.5952 2.2260 -5.8022 0.12 -0.37 -0.29
H 0.0909 2.6516 -4.2654 -0.47 0.06 0.09
H 1.8919 1.9646 -5.6496 0.28 0.10 0.38
H 1.3938 0.3398 -5.7308 -0.41 -0.16 0.10
H 2.0865 1.8184 -3.1210 -0.34 0.05 0.13
H 2.8038 0.3959 -3.8761 0.19 0.10 0.41
H 2.0748 -1.9468 -3.6240 0.31 0.61 -0.16
H 0.4987 -2.2288 -3.1844 -0.59 0.37 -0.17
H 0.8065 -1.4015 -4.7444 -0.04 -0.13 -0.01
H 0.9833 -1.1860 -1.0663 -0.07 -0.10 -0.26
H 2.4243 -0.2280 -1.2621 0.16 -0.04 -0.57
H 0.9095 0.5179 -0.8855 -0.10 0.24 -0.12
H -1.9978 -1.1617 -4.6434 0.29 0.14 0.47
H -0.8024 -0.5975 -5.8219 0.08 -0.24 0.25
H -2.3814 0.0088 -5.8339 -0.06 0.63 0.34
H -1.3079 -0.1523 -1.3911 -0.16 -0.06 -0.03
C 2.6117 2.9708 1.5229 -1.09 -1.11 0.35
C 1.9007 4.0846 0.7576 1.35 0.58 -0.36
C 2.5629 4.0160 -0.6397 -0.91 -0.65 -0.74
C 1.8656 4.8070 -1.7510 -0.40 -1.40 1.03
C 0.4151 4.3124 -1.8280 -0.44 1.81 -0.10
C -0.3499 4.3408 -0.4744 0.38 0.90 -0.51
N 0.4828 3.8409 0.6098 0.22 -1.65 -1.06
O -0.2168 3.4667 1.7639 1.06 0.26 -0.71
C -0.7811 5.8061 -0.1878 -0.53 -0.02 -0.46
C -1.6084 3.5266 -0.7234 -0.46 -0.32 0.72
C 2.2406 5.4364 1.3854 -0.44 0.52 0.16
H 3.6970 3.0404 1.4879 0.03 0.36 0.08
H 2.3391 2.0177 1.0555 0.09 0.04 -0.09
H 2.2472 2.8322 2.5440 0.21 0.40 0.07
H 3.6303 4.2433 -0.6739 0.02 0.05 0.65
H 2.4399 2.9585 -0.9077 0.29 -0.01 -0.18
H 2.3842 4.5185 -2.6671 0.04 0.74 -0.23
H 1.8983 5.8622 -1.4782 0.10 0.16 -0.60
H 0.2483 3.4233 -2.4361 0.45 -0.48 0.66
H -0.1443 5.0726 -2.3918 0.04 -0.08 -0.23
H -1.5467 6.0871 -0.9190 -0.24 -0.13 0.19
H -1.2313 5.8489 0.8071 0.04 0.26 -0.01
H -0.0301 6.5853 -0.3436 0.42 -0.31 0.43
H -2.3007 3.4604 0.1232 0.31 0.04 0.23
H -2.1977 4.0025 -1.5104 0.26 -0.05 -0.25
H -1.3296 2.5073 -0.9827 -0.12 0.02 -0.14
H 3.2875 5.5047 1.6855 0.00 -0.13 0.11
H 1.5892 5.6154 2.2451 0.20 0.01 0.12
H 2.0613 6.2513 0.6790 -0.07 0.00 0.02
H -0.6367 4.2951 2.0922 -0.89 -0.62 0.88


Here are the calculated molar mass numbers, same order: 1059.72, 799.84 (Da).
Here are the calculated HOMO-LUMO gap numbers, same order: 2.572, 6.061 (eV).